# 1
The following is a quantum chemistry calculation of an isolated molecule of C5H9NO3, from the OMol25 dataset.

Its total energy is -476.24207 hartree. As for the SMILES: CN1[C@@]2(O)[C@](C)(O)[C@@]12O. The calculation puts the energy above the lowest of the compared OMol25 structures with the same formula, charge and spin at 126.82 kcal/mol. Its total charge is 0. As for the orbital gap: 8.50 eV. As for the largest force on an atom: 0.03870 hartree/bohr.

Last columns: bonded neighbours and bond lengths (Å).
Positions of all 18 atoms, in Å:
1 C -2.4071 0.1132 -0.2332  N2 1.455, H10 1.097, H11 1.094, H12 1.092
2 N -1.1056 -0.5306 -0.1469  C1 1.455, C3 1.828, C8 1.409
3 C 0.0517 0.7105 0.5318  N2 1.828, O4 1.340, C5 1.486, C8 1.427
4 O -0.0900 1.9236 1.0823  C3 1.340, H13 0.969
5 C 1.1957 -0.1787 0.2043  C3 1.486, C6 1.503, O7 1.398, C8 1.599
6 C 1.4296 -1.5428 0.7897  C5 1.503, H14 1.091, H15 1.089, H16 1.085
7 O 2.3994 0.4743 -0.0774  C5 1.398, H17 0.968
8 C -0.0314 0.1348 -0.7713  N2 1.409, C3 1.427, C5 1.599, O9 1.380
9 O 0.0973 0.6841 -2.0309  C8 1.380, H18 0.968
10 H -2.3469 1.2023 -0.3493  C1 1.097
11 H -2.9529 -0.3067 -1.0834  C1 1.094
12 H -2.9822 -0.1275 0.6635  C1 1.092
13 H 0.1784 1.8928 2.0132  O4 0.969
14 H 2.0204 -1.4523 1.7021  C6 1.091
15 H 1.9780 -2.1543 0.0747  C6 1.089
16 H 0.4815 -2.0153 1.0246  C6 1.085
17 H 2.2273 1.1744 -0.7233  O7 0.968
18 H -0.1432 -0.0018 -2.6706  O9 0.968

---

# 2
The following is a quantum chemistry calculation of an isolated molecule of C5H9NO3, from the OMol25 dataset.

Its total energy is -476.16398 hartree. Its expectation value of S² is 2.01. The calculation puts the energy above the lowest of the compared OMol25 structures with the same formula, charge and spin at 22.07 kcal/mol. As for the spin multiplicity: 3. Its total charge is 0. As for the orbital gap (spin up / spin down): 5.39 / 7.34 eV. As for the largest force on an atom: 0.16306 hartree/bohr.

Last columns: bonded neighbours and bond lengths (Å).
Positions of all 18 atoms, in Å:
1 C -1.8758 -0.2070 0.0275  C4 1.551, O7 1.294, O8 1.201
2 C 1.4244 -0.9410 0.5278  C3 1.575, N6 1.483, H10 0.999, H11 1.109
3 C 1.0103 -1.2158 -0.9665  C2 1.575, O9 1.388, H12 1.032, H13 1.170
4 C -0.4467 0.3721 -0.1441  C1 1.551, C5 1.505, N6 1.477, O9 1.445
5 C -0.5155 1.8698 -0.2761  C4 1.505, H14 1.097, H15 0.986, H16 1.113
6 N 0.4193 0.0393 1.0057  C2 1.483, C4 1.477, H18 0.948
7 O -2.1343 -0.4618 1.2693  C1 1.294, H17 1.029
8 O -2.6951 -0.3837 -0.8327  C1 1.201
9 O 0.1347 -0.2037 -1.3347  C3 1.388, C4 1.445
10 H 1.4307 -1.7761 1.0763  C2 0.999
11 H 2.4693 -0.5743 0.4699  C2 1.109
12 H 1.8035 -1.2596 -1.6255  C3 1.032
13 H 0.6084 -2.2995 -1.1471  C3 1.170
14 H 0.4894 2.2970 -0.3788  C5 1.097
15 H -0.7848 2.3671 0.5315  C5 0.986
16 H -1.0535 2.1417 -1.2116  C5 1.113
17 H -1.2413 -0.5491 1.7720  O7 1.029
18 H 0.9570 0.7846 1.2370  N6 0.948

---

What is the total charge in the second record?
0

---

What is the formula in the first record?
C5H9NO3

---

What is the formula in the second record?
C5H9NO3